Entry 1:
{"formula": "C13H23MnO7", "method": "ωB97M-V with the def2-TZVPD basis set", "e_homo_ev": [-8.01, -9.16], "homo_lumo_gap_ev": [7.9, 8.6], "multiplicity": 7, "symbols": ["Mn", "C", "O", "H", "H", "H", "O", "C", "O", "C", "C", "C", "H", "H", "H", "H", "H", "H", "H", "H", "O", "C", "O", "C", "C", "C", "H", "H", "H", "H", "H", "H", "O", "C", "O", "C", "C", "C", "H", "H", "H", "H", "H", "H"], "positions_angstrom": [[2.319, 5.149, 1.677], [1.668, 1.792, 1.492], [1.969, 3.139, 1.209], [0.938, 1.561, 0.716], [2.557, 1.170, 1.395], [1.267, 1.707, 2.502], [-1.732, -1.405, -1.699], [-1.097, -1.222, -2.750], [-0.979, -0.043, -3.403], [-1.635, 1.017, -2.843], [-0.742, 1.713, -1.853], [-0.475, -2.362, -3.586], [-2.648, 0.696, -2.601], [-1.885, 1.691, -3.662], [0.242, 1.971, -2.245], [-0.785, 1.188, -0.898], [-1.306, 2.623, -1.646], [-0.184, -1.983, -4.566], [-1.098, -3.216, -3.854], [0.382, -2.787, -3.064], [3.386, -1.136, -2.609], [3.441, -1.813, -1.582], [4.428, -2.679, -1.288], [4.316, -3.211, 0.052], [3.113, -2.367, 0.621], [2.514, -1.582, -0.447], [5.172, -3.149, 0.725], [4.035, -4.261, -0.018], [3.537, -1.656, 1.330], [2.352, -2.971, 1.115], [2.308, -0.536, -0.221], [1.596, -2.008, -0.852], [-4.899, 0.857, 0.899], [-4.095, 1.068, 1.816], [-4.498, 1.765, 2.791], [-3.512, 1.946, 3.790], [-2.253, 1.262, 3.221], [-2.614, 0.648, 1.831], [-3.742, 1.350, 4.674], [-3.267, 2.983, 4.017], [-1.982, 0.447, 3.892], [-1.473, 2.019, 3.148], [-2.508, -0.437, 1.829], [-2.130, 1.062, 0.946]]}

---

Entry 2:
{"formula": "C5H8O", "method": "ωB97M-V with the def2-TZVPD basis set", "e_above_lowest_kj_mol": 107.97, "e_homo_ev": -9.61, "homo_lumo_gap_ev": 10.6, "multiplicity": 1, "symbols": ["C", "C", "O", "C", "C", "C", "H", "H", "H", "H", "H", "H", "H", "H"], "positions_angstrom": [[-1.788, -0.031, 0.768], [-0.766, 0.852, 0.069], [-0.687, 2.047, 0.244], [0.201, 0.044, -0.745], [1.676, 0.288, -0.795], [1.116, -0.769, 0.123], [-2.281, -0.697, 0.051], [-1.278, -0.685, 1.489], [-2.522, 0.574, 1.296], [-0.230, -0.476, -1.599], [2.080, 1.174, -0.315], [2.193, 0.007, -1.710], [1.182, -1.837, -0.053], [1.104, -0.491, 1.176]]}

---

Entry 3:
{"formula": "C6H9N", "method": "ωB97M-V with the def2-TZVPD basis set", "e_above_lowest_kj_mol": 248.21, "e_homo_ev": -9.16, "homo_lumo_gap_ev": 10.3, "multiplicity": 1, "symbols": ["C", "C", "C", "C", "N", "C", "C", "H", "H", "H", "H", "H", "H", "H", "H", "H"], "positions_angstrom": [[2.156, 0.591, -0.290], [0.858, 0.405, -0.152], [-0.173, 0.407, 0.944], [-1.001, 1.122, -0.132], [-0.242, 0.282, -1.141], [-0.766, -1.063, -0.783], [-0.550, -1.071, 0.760], [2.636, 0.514, -1.257], [0.399, -1.608, 0.981], [2.789, 0.858, 0.553], [0.000, 0.767, 1.963], [-2.087, 0.985, -0.142], [-0.734, 2.174, -0.252], [-0.177, -1.842, -1.270], [-1.810, -1.159, -1.117], [-1.401, -1.410, 1.355]]}